DFT (the ωB97M-V functional and the def2-TZVPD basis) results for a 4-piece molecular cluster, C24H49NO9 overall.

Last column: Mulliken charge in e.
Element x y z (Å)
1 C 2.58216 0.63451 1.29343  0.258
2 C 1.83198 0.57301 0.36044  -1.281
3 C 0.71692 0.74562 -0.59684  0.097
4 C -0.34330 -0.28186 -0.08989  -0.890
5 N -1.09016 0.52308 0.87534  -0.247
6 C -0.74016 1.90884 0.81789  -0.891
7 O -1.00357 2.67674 1.68961  -0.501
8 C 0.02062 2.11637 -0.51692  2.544
9 C -0.89082 2.44598 -1.75169  -1.734
10 C -2.29601 1.81800 -1.75701  -0.582
11 C -3.46166 2.71557 -1.21208  0.720
12 C -4.37093 1.85139 -0.30663  -1.581
13 C -3.03602 4.03204 -0.53245  -1.396
14 C 1.08137 3.24617 -0.55071  -1.178
15 O 0.71698 4.31384 0.30941  -0.193
16 O 1.92798 5.04204 0.46062  -0.384
17 H 3.15471 0.69471 2.18704  0.442
18 H 1.05507 0.56464 -1.62060  0.602
19 H -0.96656 -0.64256 -0.92073  0.215
20 H 0.06800 -1.19206 0.34460  0.627
21 H -2.09906 0.48403 0.78423  0.301
22 H -0.89971 3.51584 -1.94809  0.652
23 H -0.34900 1.99951 -2.59851  0.430
24 H -2.53748 1.59347 -2.80299  0.555
25 H -2.34277 0.85801 -1.24705  -0.207
26 H -4.08791 2.98750 -2.06769  0.447
27 H -4.41740 0.82730 -0.69835  0.319
28 H -5.40001 2.21941 -0.33923  0.447
29 H -4.01034 1.80325 0.72626  0.337
30 H -3.80730 4.28246 0.20761  0.416
31 H -3.06138 4.85691 -1.24866  0.315
32 H -2.09676 3.98729 0.01613  0.271
33 H 2.07782 2.90263 -0.25535  0.328
34 H 1.18411 3.65882 -1.56436  0.467
35 H 1.73543 5.80222 1.02323  0.291
36 C -2.99635 -6.46556 1.05845  -0.574
37 O -3.70182 -5.40150 1.67499  -0.403
38 C -2.86494 -4.29505 1.97426  -0.757
39 C -3.03784 -3.18243 0.96311  -0.166
40 O -2.55706 -3.56604 -0.32067  -0.052
41 C -3.59544 -3.92019 -1.21780  -0.762
42 H -3.72402 -7.18803 0.69238  0.244
43 H -2.39677 -6.11214 0.21634  0.161
44 H -2.34596 -6.96008 1.78755  0.359
45 H -1.81606 -4.60166 2.02915  0.311
46 H -3.16086 -3.92565 2.96111  0.435
47 H -2.44331 -2.31974 1.28289  0.029
48 H -4.08500 -2.87010 0.90901  0.438
49 H -4.14999 -3.02804 -1.52888  0.243
50 H -4.28389 -4.64183 -0.77255  0.396
51 H -3.13671 -4.37032 -2.09797  0.114
52 C 1.63681 -8.07061 -4.06144  -0.691
53 O 0.63693 -7.25774 -4.65119  -0.372
54 C -0.67692 -7.74894 -4.43101  -0.684
55 C -1.38787 -6.96896 -3.34559  -0.322
56 O -0.78945 -7.17846 -2.07522  -0.378
57 C 0.03752 -6.09930 -1.66936  -0.637
58 H 2.58089 -7.53077 -4.11708  0.240
59 H 1.41523 -8.28469 -3.01306  0.294
60 H 1.73613 -9.01086 -4.61394  0.329
61 H -0.65862 -8.81521 -4.18713  0.347
62 H -1.22647 -7.62660 -5.36989  0.378
63 H -2.42144 -7.32388 -3.27676  0.369
64 H -1.41148 -5.90283 -3.59233  0.288
65 H -0.57929 -5.23277 -1.40452  0.117
66 H 0.74820 -5.81976 -2.45070  0.434
67 H 0.59269 -6.41505 -0.78687  0.259
68 C 4.32225 8.03486 4.94897  -0.720
69 O 5.12349 8.46470 3.86204  -0.377
70 C 6.42098 7.88635 3.86834  -0.487
71 C 6.53511 6.76318 2.85967  -0.481
72 O 5.72681 5.65348 3.22210  -0.386
73 C 4.52202 5.58126 2.47911  -0.838
74 H 3.30323 8.37298 4.76634  0.243
75 H 4.32026 6.94614 5.04221  0.313
76 H 4.67866 8.48149 5.88317  0.326
77 H 6.68380 7.53097 4.86903  0.323
78 H 7.12602 8.67795 3.59508  0.366
79 H 7.57192 6.41296 2.83879  0.377
80 H 6.27821 7.11968 1.85765  0.313
81 H 4.72728 5.28219 1.44649  0.374
82 H 3.98968 6.53697 2.48568  0.321
83 H 3.88862 4.82491 2.94004  0.332

LUMO level	0.595	eV
frontier orbital gap	9.80	eV
molecular weight	495.7	g mol⁻¹
F_max	1.80	eV/Å